1.
This record from the Open Molecules 2025 dataset describes a cluster of 4 separate species, C28H73N10O9P3 in total in a non-equilibrium geometry. The level of theory is ωB97M-V/def2-TZVPD.

Each atom is followed by the atoms it is bonded to, with distances in Å.
Cartesian coordinates (Å):
1 P 3.938 2.034 -3.837  O6 1.516, N15 1.724, N18 1.727, N19 1.759
2 P -2.109 4.200 -0.318  O10 1.516, N14 1.767, N16 1.729, N21 1.731
3 P 3.634 -4.127 1.238  O4 1.515, N13 1.723, N20 1.729, N22 1.761
4 O 2.393 -3.311 0.941  P3 1.515
5 O -7.348 -2.789 1.712  C36 1.366, C50 1.419
6 O 4.690 1.165 -2.850  P1 1.516
7 O -7.520 -4.493 5.390  N17 1.166
8 O -6.116 -0.772 1.682  C36 1.360, C37 1.454
9 O -5.495 -2.554 0.578  C36 1.161
10 O -2.324 2.830 0.295  P2 1.516
11 O -3.612 -3.493 3.379  C38 1.427, C42 1.434
12 O -8.050 -4.344 3.307  N17 1.424, C50 1.424
13 N 4.768 -2.904 0.806  P3 1.723, C24 1.450, C30 1.461
14 N -1.602 5.760 -0.973  P2 1.767, C39 1.487, C48 1.480
15 N 4.393 1.150 -5.245  P1 1.724, C34 1.459, C41 1.450
16 N -2.372 3.662 -1.941  P2 1.729, C40 1.462, C43 1.450
17 N -7.441 -5.063 4.375  O7 1.166, O12 1.424
18 N 2.352 1.592 -3.316  P1 1.727, C25 1.448, C33 1.458
19 N 3.315 3.299 -4.890  P1 1.759, C27 1.490, C46 1.474
20 N 3.421 -4.173 2.954  P3 1.729, C29 1.450, C45 1.459
21 N -3.559 4.891 0.325  P2 1.731, C23 1.460, C35 1.450
22 N 4.961 -5.284 1.285  P3 1.761, C44 1.479, C49 1.490
23 C -3.598 5.047 1.776  N21 1.460, H58 1.099, H64 1.090, H67 1.092
24 C 5.870 -2.451 1.632  N13 1.450, H88 1.097, H93 1.089, H117 1.095
25 C 1.209 1.276 -4.148  N18 1.448, H57 1.091, H87 1.090, H101 1.098
26 C -2.643 -0.851 1.837  C32 1.546, C47 1.563, H69 1.103, H95 1.098
27 C 4.413 3.978 -5.635  N19 1.490, H51 1.092, H96 1.087, H114 1.094
28 C -1.778 -3.276 1.653  C42 1.564, C47 1.539, H92 1.100, H98 1.104
29 C 4.431 -3.975 3.974  N20 1.450, H53 1.090, H66 1.091, H94 1.098
30 C 4.273 -1.779 0.016  N13 1.461, H72 1.097, H107 1.087, H122 1.093
31 C -4.474 0.535 3.037  C32 1.546, C37 1.538, H61 1.100, H65 1.106
32 C -2.981 0.138 2.977  C26 1.546, C31 1.546, H70 1.104, H104 1.104
33 C 1.980 1.983 -1.961  N18 1.458, H63 1.090, H76 1.092, H116 1.100
34 C 5.519 0.230 -5.123  N15 1.459, H84 1.094, H105 1.097, H120 1.087
35 C -4.535 5.708 -0.370  N21 1.450, H56 1.098, H100 1.090, H121 1.091
36 C -6.264 -2.068 1.300  O5 1.366, O8 1.360, O9 1.161
37 C -5.415 -0.678 2.953  O8 1.454, C31 1.538, H74 1.104, H91 1.105
38 C -3.053 -3.496 4.692  O11 1.427, H79 1.106, H82 1.103, H113 1.099
39 C -0.316 5.670 -1.715  N14 1.487, H59 1.088, H109 1.092, H119 1.095
40 C -2.280 2.224 -2.189  N16 1.462, H55 1.088, H85 1.094, H106 1.097
41 C 3.479 0.646 -6.252  N15 1.450, H99 1.089, H112 1.095, H118 1.096
42 C -2.805 -4.178 2.411  O11 1.434, C28 1.564, H86 1.104, H90 1.102
43 C -3.315 4.242 -2.878  N16 1.450, H77 1.095, H97 1.089, H123 1.096
44 C 4.611 -6.628 1.792  N22 1.479, H81 1.089, H110 1.093, H115 1.090
45 C 2.247 -4.898 3.428  N20 1.459, H68 1.091, H73 1.093, H75 1.099
46 C 2.590 4.384 -4.205  N19 1.474, H60 1.094, H62 1.089, H71 1.091
47 C -1.555 -1.885 2.272  C26 1.563, C28 1.539, H54 1.099, H108 1.105
48 C -1.366 6.813 0.040  N14 1.480, H80 1.089, H83 1.090, H89 1.093
49 C 5.523 -5.521 -0.074  N22 1.490, H102 1.092, H103 1.087, H111 1.094
50 C -7.254 -3.187 3.071  O5 1.419, O12 1.424, H52 1.107, H78 1.104
51 H 4.001 4.730 -6.311  C27 1.092
52 H -6.189 -3.370 3.313  C50 1.107
53 H 4.817 -2.956 3.957  C29 1.090
54 H -1.414 -1.887 3.362  C47 1.099
55 H -1.423 1.789 -1.681  C40 1.088
56 H -4.116 6.620 -0.816  C35 1.098
57 H 0.322 1.060 -3.552  C25 1.091
58 H -2.942 5.854 2.131  C23 1.099
59 H -0.372 4.986 -2.559  C39 1.088
60 H 3.173 4.802 -3.380  C46 1.094
61 H -4.768 1.308 2.311  C31 1.100
62 H 1.631 4.047 -3.815  C46 1.089
63 H 1.079 1.475 -1.618  C33 1.090
64 H -4.606 5.255 2.137  C23 1.090
65 H -4.639 0.990 4.031  C31 1.106
66 H 4.011 -4.092 4.975  C29 1.091
67 H -3.279 4.126 2.269  C23 1.092
68 H 2.037 -4.691 4.478  C45 1.091
69 H -2.212 -0.278 0.999  C26 1.103
70 H -2.675 -0.249 3.964  C32 1.104
71 H 2.350 5.188 -4.902  C46 1.091
72 H 3.725 -1.060 0.637  C30 1.097
73 H 1.357 -4.595 2.872  C45 1.093
74 H -6.146 -0.712 3.780  C37 1.104
75 H 2.349 -5.987 3.316  C45 1.099
76 H 2.767 1.717 -1.252  C33 1.092
77 H -3.031 3.991 -3.905  C43 1.095
78 H -7.632 -2.358 3.694  C50 1.104
79 H -3.020 -2.444 5.031  C38 1.106
80 H -2.296 7.150 0.496  C48 1.089
81 H 4.410 -6.616 2.862  C44 1.089
82 H -1.996 -3.803 4.623  C38 1.103
83 H -0.934 7.699 -0.426  C48 1.090
84 H 5.919 -0.022 -6.109  C34 1.094
85 H -2.145 2.008 -3.253  C40 1.094
86 H -3.510 -4.566 1.655  C42 1.104
87 H 1.374 0.367 -4.726  C25 1.090
88 H 5.543 -1.711 2.372  C24 1.097
89 H -0.693 6.474 0.832  C48 1.093
90 H -2.363 -5.065 2.894  C42 1.102
91 H -4.792 -1.585 3.055  C37 1.105
92 H -2.116 -3.173 0.611  C28 1.100
93 H 6.374 -3.271 2.142  C24 1.089
94 H 5.276 -4.671 3.905  C29 1.098
95 H -3.512 -1.383 1.427  C26 1.098
96 H 4.972 3.282 -6.255  C27 1.087
97 H -3.327 5.330 -2.837  C43 1.089
98 H -0.816 -3.817 1.649  C28 1.104
99 H 2.688 1.356 -6.490  C41 1.089
100 H -5.043 5.142 -1.150  C35 1.090
101 H 0.930 2.085 -4.837  C25 1.098
102 H 6.370 -6.207 -0.018  C49 1.092
103 H 5.901 -4.605 -0.520  C49 1.087
104 H -2.417 1.076 2.835  C32 1.104
105 H 5.227 -0.702 -4.625  C34 1.097
106 H -3.186 1.704 -1.853  C40 1.097
107 H 3.617 -2.116 -0.783  C30 1.087
108 H -0.603 -1.503 1.860  C47 1.105
109 H -0.050 6.643 -2.132  C39 1.092
110 H 3.740 -7.045 1.278  C44 1.093
111 H 4.774 -5.942 -0.751  C49 1.094
112 H 4.010 0.472 -7.194  C41 1.095
113 H -3.625 -4.110 5.402  C38 1.099
114 H 5.118 4.466 -4.955  C27 1.094
115 H 5.449 -7.314 1.662  C44 1.090
116 H 1.809 3.066 -1.873  C33 1.100
117 H 6.637 -1.976 1.013  C24 1.095
118 H 3.030 -0.308 -5.950  C41 1.096
119 H 0.495 5.334 -1.061  C39 1.095
120 H 6.336 0.680 -4.565  C34 1.087
121 H -5.334 6.028 0.301  C35 1.091
122 H 5.100 -1.251 -0.466  C30 1.093
123 H -4.330 3.862 -2.718  C43 1.096

Structure (SMILES): CN(C)P(=O)(N(C)C)N(C)C.CN(C)P(=O)(N(C)C)N(C)C.CN(C)P(=O)(N(C)C)N(C)C.COCCCCCCCOC(=O)OCON=O
HOMO-LUMO gap (hartree): 0.2814
HOMO energy (eV): -8.1
Charge: 0

Atom charges from the Mulliken analysis, given in e for atoms 1 to 8: atom 1 (P): 0.8511, atom 2 (P): 0.9741, atom 3 (P): 0.8841, atom 4 (O): -0.7173, atom 5 (O): -0.3463, atom 6 (O): -0.7986, atom 7 (O): -0.2198, atom 8 (O): -0.3410

=====

2.
This record from the Open Molecules 2025 dataset describes a cluster of 8 separate species, C28H75N3O12 in total in a non-equilibrium geometry. The level of theory is ωB97M-V/def2-TZVPD.

Each atom is followed by the atoms it is bonded to, with distances in Å.
Cartesian coordinates (Å):
1 O 9.325 19.092 -24.073  C28 1.396, H68 0.940
2 O 8.329 22.211 -23.484  C26 1.449, H107 0.987
3 O 6.408 14.829 -20.515  C31 1.454, C39 1.251
4 O 11.057 24.412 -17.599  C35 1.419, C42 1.457
5 O 13.073 17.252 -23.323  C37 1.374, H59 1.010
6 O 6.608 22.912 -21.314  C17 1.394, H106 0.972
7 O 13.507 20.747 -11.985  C16 1.263, C18 1.423
8 O 14.315 18.466 -21.392  C24 1.387, C38 1.410
9 O 5.131 19.278 -25.525  C27 1.487, C29 1.405
10 O 11.528 22.869 -21.851  C30 1.404, H61 0.937
11 O 8.765 22.251 -19.110  C22 1.232, C36 1.451
12 O 9.465 18.326 -21.446  C40 1.448, H117 1.025
13 N 12.923 22.524 -15.152  C19 1.397, C23 1.470, H96 1.006
14 N 11.981 20.889 -20.109  C33 1.527, C43 1.437, H99 1.042
15 N 4.613 16.409 -23.363  C21 1.438, C32 1.476, H112 1.046
16 C 13.591 21.157 -13.177  O7 1.263, C23 1.517, H46 1.099, H94 1.121
17 C 6.536 24.305 -21.301  O6 1.394, C41 1.499, H47 1.106, H75 1.088
18 C 12.313 20.139 -11.506  O7 1.423, H45 1.097, H48 1.045, H71 1.061
19 C 11.892 23.186 -15.823  N13 1.397, C35 1.574, H54 1.085, H103 1.088
20 C 8.589 17.348 -25.499  C28 1.387, H95 1.117, H100 1.099, H102 1.023
21 C 4.278 17.698 -23.907  N15 1.438, C29 1.525, H92 1.098, H115 1.114
22 C 9.972 22.007 -19.135  O11 1.232, C33 1.520, H79 1.046, H91 1.112
23 C 12.563 22.084 -13.797  N13 1.470, C16 1.517, H52 1.034, H56 1.088
24 C 13.907 19.743 -21.035  O8 1.387, C43 1.508, H85 1.007, H116 1.079
25 C 13.728 18.716 -24.963  C37 1.481, H72 1.016, H84 1.112, H111 1.083
26 C 9.387 22.777 -22.672  O2 1.449, C30 1.446, H58 1.097, H109 1.082
27 C 5.337 20.516 -24.728  O9 1.487, H82 1.120, H104 1.103, H108 1.024
28 C 8.898 18.691 -25.340  O1 1.396, C20 1.387, H60 1.092, H86 1.059
29 C 5.425 18.092 -24.832  O9 1.405, C21 1.525, H90 1.098, H101 1.075
30 C 10.739 22.302 -22.865  O10 1.404, C26 1.446, H69 1.115, H87 1.082
31 C 6.207 15.537 -19.261  O3 1.454, H73 1.106, H89 1.011, H118 1.099
32 C 5.648 16.449 -22.312  N15 1.476, C39 1.567, H113 1.078, H114 1.100
33 C 10.473 20.783 -19.886  N14 1.527, C22 1.520, H62 1.092, H65 1.094
34 C 7.384 19.418 -21.498  C40 1.399, H50 1.062, H63 1.070, H76 1.159
35 C 12.291 23.835 -17.200  O4 1.419, C19 1.574, H51 1.107, H74 1.099
36 C 7.954 21.281 -18.400  O11 1.451, H44 1.071, H64 1.092, H105 1.078
37 C 12.568 18.081 -24.294  O5 1.374, C25 1.481, H88 1.099, H110 1.057
38 C 15.722 18.417 -21.457  O8 1.410, H80 1.125, H81 1.081, H93 1.124
39 C 5.591 15.179 -21.395  O3 1.251, C32 1.567, H77 1.073, H78 1.054
40 C 8.090 18.322 -20.990  O12 1.448, C34 1.399, H53 1.060, H57 1.063
41 C 5.806 24.671 -22.558  C17 1.499, H55 1.118, H83 1.107, H97 1.097
42 C 11.243 25.139 -18.848  O4 1.457, H49 1.057, H66 1.106, H67 1.100
43 C 12.425 19.688 -20.760  N14 1.437, C24 1.508, H70 1.043, H98 1.051
44 H 8.407 20.861 -17.525  C36 1.071
45 H 11.432 20.772 -11.666  C18 1.097
46 H 14.538 21.697 -13.315  C16 1.099
47 H 5.958 24.697 -20.443  C17 1.106
48 H 12.328 19.145 -11.828  C18 1.045
49 H 12.042 25.789 -18.616  C42 1.057
50 H 6.389 19.506 -21.140  C34 1.062
51 H 12.861 24.769 -17.033  C35 1.107
52 H 11.711 21.503 -13.724  C23 1.034
53 H 7.783 17.374 -21.350  C40 1.060
54 H 11.158 22.424 -16.064  C19 1.085
55 H 6.146 24.128 -23.473  C41 1.118
56 H 12.375 22.956 -13.174  C23 1.088
57 H 8.094 18.236 -19.931  C40 1.063
58 H 9.130 22.464 -21.653  C26 1.097
59 H 13.361 17.770 -22.505  O5 1.010
60 H 8.020 19.315 -25.525  C28 1.092
61 H 11.817 22.181 -21.285  O10 0.937
62 H 10.033 20.680 -20.880  C33 1.092
63 H 7.322 19.295 -22.559  C34 1.070
64 H 7.654 20.434 -19.020  C36 1.092
65 H 10.280 19.790 -19.472  C33 1.094
66 H 10.409 25.846 -19.010  C42 1.106
67 H 11.445 24.576 -19.772  C42 1.100
68 H 9.261 20.020 -23.941  O1 0.940
69 H 10.811 21.197 -22.732  C30 1.115
70 H 12.169 18.880 -20.151  C43 1.043
71 H 12.346 20.207 -10.448  C18 1.061
72 H 14.327 18.035 -25.420  C25 1.016
73 H 5.210 15.347 -18.821  C31 1.106
74 H 12.628 23.278 -18.085  C35 1.099
75 H 7.478 24.851 -21.281  C17 1.088
76 H 7.918 20.401 -21.192  C34 1.159
77 H 4.584 14.976 -21.086  C39 1.073
78 H 5.793 14.366 -22.035  C39 1.054
79 H 10.420 22.125 -18.197  C22 1.046
80 H 16.243 17.578 -20.918  C38 1.125
81 H 16.232 19.259 -21.011  C38 1.081
82 H 4.984 21.490 -25.156  C27 1.120
83 H 5.839 25.774 -22.650  C41 1.107
84 H 13.451 19.442 -25.758  C25 1.112
85 H 14.217 20.430 -21.702  C24 1.007
86 H 9.659 18.816 -26.064  C28 1.059
87 H 11.120 22.512 -23.855  C30 1.082
88 H 11.780 18.705 -23.850  C37 1.099
89 H 6.173 16.541 -19.370  C31 1.011
90 H 6.276 18.220 -24.151  C29 1.098
91 H 10.391 22.769 -19.828  C22 1.112
92 H 3.991 18.390 -23.104  C21 1.098
93 H 16.054 18.205 -22.510  C38 1.124
94 H 13.596 20.226 -13.801  C16 1.121
95 H 7.858 17.030 -24.718  C20 1.117
96 H 12.975 21.704 -15.732  N13 1.006
97 H 4.763 24.344 -22.462  C41 1.097
98 H 11.897 19.582 -21.662  C43 1.051
99 H 12.542 21.102 -19.258  N14 1.042
100 H 8.199 17.042 -26.480  C20 1.099
101 H 5.765 17.352 -25.535  C29 1.075
102 H 9.472 16.836 -25.440  C20 1.023
103 H 11.452 24.004 -15.256  C19 1.088
104 H 6.425 20.692 -24.715  C27 1.103
105 H 7.065 21.728 -17.984  C36 1.078
106 H 7.072 22.566 -20.533  O6 0.972
107 H 7.448 22.555 -23.201  O2 0.987
108 H 4.972 20.449 -23.774  C27 1.024
109 H 9.428 23.855 -22.580  C26 1.082
110 H 12.062 17.571 -25.069  C37 1.057
111 H 14.301 19.236 -24.205  C25 1.083
112 H 3.666 16.277 -22.938  N15 1.046
113 H 5.714 17.393 -21.796  C32 1.078
114 H 6.597 16.365 -22.861  C32 1.100
115 H 3.240 17.789 -24.302  C21 1.114
116 H 14.302 19.903 -20.043  C24 1.079
117 H 9.485 18.451 -22.462  O12 1.025
118 H 7.050 15.402 -18.568  C31 1.099

Structure (SMILES): COCCNCCOC.COCCNCCOC.COCCNCCOC.OCCO.CCO.CCO.CCO.CCO
HOMO-LUMO gap (hartree): 0.3465
HOMO energy (eV): -9.1
Charge: 0

Atom charges from the Mulliken analysis, given in e for atoms 1 to 8: atom 1 (O): 0.1779, atom 2 (O): -0.5664, atom 3 (O): -0.2937, atom 4 (O): -0.3078, atom 5 (O): -0.6821, atom 6 (O): -0.4978, atom 7 (O): -0.3293, atom 8 (O): -0.4364

=====

> Look up the HOMO-LUMO gap of the second one.

0.3465 hartree